# 1
94
Properties=species:S:1:pos:R:3:forces:R:3:mulliken_charge:R:1 method="wB97M-V/def2-TZVPD" spin_multiplicity=2 e_above_lowest_ev=0.000 homo_ev="-16.17 / -16.19" charge=+3 gap_ha="0.2611 / 0.1856" total_energy_ev=-86757.552
Ir 0.387677 -0.015526 0.095869 0.08 0.25 0.23 3.2558
O 0.425712 -2.919564 -0.303588 -0.03 -0.01 0.00 -0.5948
S -0.604135 -1.989789 0.140008 0.04 0.03 -0.01 0.4484
C -1.095022 -2.425800 1.788446 -0.02 0.05 0.01 0.6189
C -1.826236 -3.574998 2.044768 0.00 0.01 0.01 -0.4637
C -2.126015 -3.886432 3.366640 0.01 0.00 0.00 -1.1596
C -1.682438 -3.071385 4.397892 -0.01 0.01 0.00 -0.8435
C -0.879353 -1.965855 4.129984 0.02 0.00 0.01 -0.7794
C -0.558955 -1.644530 2.818705 -0.02 -0.01 -0.06 -0.0468
P 0.702312 -0.402652 2.408578 -0.03 0.00 0.04 0.7960
C 0.657107 0.914562 3.616077 0.05 0.01 -0.01 0.9535
C 1.775009 1.182564 4.404731 -0.01 -0.01 0.03 -0.7205
C 1.728555 2.221782 5.324211 0.00 0.00 0.00 -0.8454
C 0.577220 2.983094 5.455023 -0.01 0.00 0.00 -0.6554
C -0.539896 2.714677 4.668673 0.00 -0.01 0.01 -0.8995
C -0.502629 1.685973 3.745348 0.01 0.01 -0.02 -0.2682
C 2.270068 -1.282858 2.486750 -0.01 0.00 -0.01 0.7501
C 2.391695 -2.538151 3.082358 -0.01 -0.02 -0.04 -0.6620
C 3.621827 -3.176502 3.098379 0.02 0.00 -0.01 -0.8676
C 4.731332 -2.574123 2.520088 -0.01 -0.02 0.01 -0.7395
C 4.618548 -1.324457 1.925322 -0.02 0.01 -0.01 -0.8369
C 3.391867 -0.682073 1.904785 0.04 0.04 -0.02 -0.2898
C -1.936604 -1.931211 -1.035863 -0.02 0.01 0.03 0.8360
C -3.126939 -2.625622 -0.922542 0.00 0.00 0.01 -0.8583
C -4.009881 -2.614127 -1.997492 0.00 -0.01 0.00 -1.0633
C -3.686289 -1.937444 -3.161439 0.00 0.01 0.00 -0.8686
C -2.487206 -1.236182 -3.261446 0.00 0.01 0.02 -0.1664
C -1.599978 -1.213799 -2.195491 0.02 -0.01 -0.02 -0.6233
P -0.024552 -0.297148 -2.238591 0.06 -0.09 -0.07 0.6065
C -0.228219 1.111368 -3.330594 -0.04 0.04 0.02 0.3669
C 0.810049 1.471883 -4.187402 0.00 -0.01 0.02 -0.8663
C 0.679593 2.599122 -4.988294 0.01 0.01 0.00 -0.8829
C -0.476166 3.363866 -4.933882 -0.01 0.02 0.01 -0.7007
C -1.515257 3.004757 -4.080184 0.02 0.00 0.00 -1.0030
C -1.392439 1.884089 -3.276981 0.00 -0.04 -0.02 -0.4547
C 1.245512 -1.389427 -2.876376 0.02 0.03 -0.03 0.8321
C 0.940859 -2.430065 -3.750535 -0.01 0.02 -0.02 -0.6473
C 1.951786 -3.267035 -4.194851 -0.01 0.00 -0.01 -0.8055
C 3.258620 -3.072383 -3.766305 0.01 0.01 0.01 -0.6680
C 3.564632 -2.038160 -2.891638 0.01 0.01 0.00 -0.8370
C 2.559109 -1.196817 -2.443964 -0.03 -0.03 -0.02 0.0845
H -2.139966 -4.235521 1.248684 -0.01 0.00 0.00 0.7851
H -2.706105 -4.772475 3.586588 0.00 0.00 0.00 0.4886
H -1.933876 -3.314107 5.421753 0.00 0.00 0.00 0.5214
H -0.489790 -1.365556 4.943610 0.01 0.00 0.00 0.5995
H 2.669949 0.579969 4.316237 0.00 0.01 0.00 0.5068
H 2.590269 2.429007 5.943825 0.00 0.00 0.00 0.4812
H 0.543832 3.787302 6.177725 0.00 0.00 0.00 0.4526
H -1.437972 3.306258 4.784432 0.00 0.00 0.00 0.4903
H -1.378614 1.474368 3.142362 0.01 0.02 0.01 0.3724
H 1.536785 -3.024346 3.532585 0.00 0.00 0.00 0.4460
H 3.715398 -4.147329 3.565548 0.00 0.00 0.00 0.4745
H 5.688310 -3.077966 2.538599 0.00 0.00 0.00 0.4741
H 5.487900 -0.850220 1.490005 0.00 0.00 0.00 0.5072
H 3.325852 0.311912 1.474653 -0.02 0.02 0.01 0.4223
H -3.393001 -3.153986 -0.020356 0.00 0.00 0.01 0.4007
H -4.948743 -3.145548 -1.920762 0.00 0.00 0.00 0.5009
H -4.371677 -1.945447 -3.998374 0.00 0.00 0.00 0.5135
H -2.251902 -0.698650 -4.171315 -0.01 0.02 -0.01 0.6079
H 1.706474 0.867481 -4.250392 0.00 -0.01 0.00 0.5101
H 1.475664 2.866614 -5.670243 0.00 0.00 0.00 0.5085
H -0.578987 4.232073 -5.571361 0.00 0.00 0.00 0.4645
H -2.425717 3.589513 -4.061534 -0.01 0.00 -0.01 0.5096
H -2.214821 1.587807 -2.636204 0.03 -0.03 -0.07 1.0243
H -0.076841 -2.596032 -4.081306 0.00 0.00 0.00 0.4444
H 1.720087 -4.074744 -4.875572 0.00 0.00 0.00 0.4702
H 4.042072 -3.731248 -4.115684 0.00 0.00 0.00 0.4511
H 4.584469 -1.889918 -2.562963 0.00 0.00 0.00 0.4835
H 2.800015 -0.381211 -1.770615 0.01 0.04 0.04 0.1688
C 3.283748 3.385223 -1.599815 0.05 -0.05 0.00 -0.7849
C 3.031342 2.286937 -0.769183 -0.05 0.00 -0.06 -0.3824
C 1.748954 2.080398 -0.307224 0.12 -0.23 0.16 0.2998
C 0.698789 2.953603 -0.653568 -0.05 -0.03 0.04 0.5238
C 0.984807 4.076781 -1.451989 -0.06 -0.01 0.02 -0.7657
C 2.267825 4.275100 -1.928568 0.01 0.03 -0.02 -0.8270
C -0.624317 2.641639 -0.276166 0.06 0.03 0.03 -0.6882
C -1.047695 1.361559 0.146837 -0.01 0.10 -0.23 0.5399
C -2.466235 1.203294 0.388197 -0.04 0.01 -0.01 0.8112
C -2.987012 0.277212 1.308913 0.02 -0.03 0.02 0.0880
C -4.341208 0.178282 1.543769 -0.01 -0.01 0.00 -1.0532
C -5.231894 0.982002 0.837005 0.01 0.01 -0.01 -0.8568
C -4.750138 1.899919 -0.092731 -0.02 -0.02 0.02 -1.1647
C -3.394467 2.023835 -0.302947 0.00 0.00 0.00 -0.9470
H 4.289563 3.559236 -1.958940 0.00 0.00 0.00 0.4799
H 3.849493 1.650297 -0.458259 -0.01 -0.02 -0.01 0.6276
H 1.662324 1.464163 0.629950 -0.18 -0.05 -0.11 -0.0384
H 0.187453 4.759618 -1.716837 0.00 0.00 -0.01 0.4867
H 2.484450 5.130883 -2.553538 0.00 0.00 0.01 0.4809
H -1.358278 3.434566 -0.352717 -0.01 -0.03 0.01 1.0427
H -2.315626 -0.319236 1.900417 0.06 -0.06 0.02 0.6394
H -4.711079 -0.513345 2.289159 0.00 0.00 0.00 0.5743
H -6.295737 0.903661 1.018581 0.00 0.00 0.00 0.4851
H -5.438679 2.525654 -0.643941 0.00 0.00 0.00 0.5246
H -3.056324 2.737093 -1.041507 -0.02 0.00 0.05 0.3936



# 2
13
Properties=species:S:1:pos:R:3:forces:R:3:nbo_charge:R:1 method="wB97M-V/def2-TZVPD" e_above_lowest_ev=1.512 homo_ev=-9.62 charge=0 gap_ha=0.3767 smiles="NC(=O)NCC=O" total_energy_ev=-10283.286
N -0.933807 1.901674 0.342694 -0.25 0.50 0.10 -0.9071
C 0.333921 1.273381 0.530956 -0.39 -0.81 -0.54 0.7805
O 1.401633 1.830567 0.570786 0.10 0.31 0.18 -0.6002
N 0.211051 -0.099886 0.573304 -0.93 0.82 -0.23 -0.6228
C -0.893426 -0.900742 0.026958 0.97 -0.61 0.55 -0.3239
C -0.349926 -1.672601 -1.173251 -0.08 0.31 0.78 0.4322
O 0.415152 -2.577370 -0.995166 0.20 -0.33 -0.34 -0.5070
H -0.848768 2.787926 -0.136271 0.45 0.03 -0.03 0.3868
H -1.410327 2.127367 1.214242 0.14 -0.52 -0.05 0.3883
H 1.026069 -0.633974 0.800334 0.46 0.05 -0.04 0.4100
H -1.777380 -0.341358 -0.233755 0.00 0.40 0.25 0.2356
H -1.065941 -1.641938 0.809357 -0.64 -0.14 -0.23 0.2129
H -0.648705 -1.330428 -2.168352 -0.02 -0.02 -0.41 0.1147



# 3
17
Properties=species:S:1:pos:R:3:forces:R:3:nbo_charge:R:1 method="wB97M-V/def2-TZVPD" e_above_lowest_ev=0.818 homo_ev=-8.81 charge=0 gap_ha=0.3478 smiles="C=C(C)O.NC(=O)O" total_energy_ev=-11926.724
C -0.152493 0.714583 -1.323765 -0.68 0.68 0.42 -0.5684
C -1.088684 0.933271 -0.376488 1.07 -0.26 -1.16 0.3481
C -0.809088 1.655219 0.902839 -0.11 0.03 0.08 -0.6781
O -2.378988 0.491693 -0.514424 0.10 -0.06 0.08 -0.6878
H 0.813792 1.207782 -1.266645 -0.11 -0.33 0.19 0.2196
H -0.388668 0.186509 -2.241054 -0.04 0.00 0.01 0.1918
H -1.285824 1.141690 1.743406 -0.07 0.11 -0.09 0.2188
H 0.264690 1.706546 1.108304 -0.20 -0.08 -0.21 0.2456
H -1.199449 2.676316 0.848650 -0.08 -0.13 0.12 0.2301
H -2.490640 0.124191 -1.407448 0.10 0.18 0.40 0.4810
N 0.324688 -1.767194 0.781241 0.12 0.37 -0.24 -0.8402
C 1.513414 -1.247776 0.371244 0.70 -1.18 2.09 0.8827
O 2.187711 -0.443331 0.991598 -0.75 0.28 -0.75 -0.6628
O 2.033967 -2.002939 -0.615604 0.53 0.62 -0.70 -0.6961
H -0.155334 -1.298526 1.536684 -0.01 -0.20 -0.41 0.4095
H -0.128149 -2.432355 0.172440 -0.15 0.27 0.31 0.4052
H 2.939056 -1.645677 -0.710977 -0.43 -0.29 -0.15 0.5012



# 4
60
Properties=species:S:1:pos:R:3:forces:R:3:nbo_charge:R:1 method="wB97M-V/def2-TZVPD" e_above_lowest_ev=0.699 homo_ev=-0.01 charge=-2 gap_ha=0.1620 total_energy_ev=-78372.810
Pd -0.049086 0.159012 0.321079 0.19 0.41 -0.11 0.2897
S 3.982268 1.698848 2.244606 -0.48 -0.28 -0.22 -0.3571
C 2.509966 1.042346 1.678727 0.00 0.01 0.07 -0.5032
S 2.338850 0.565295 -0.001856 -0.48 -0.09 0.59 -0.1850
S 1.092553 0.817009 2.655836 0.71 0.12 0.26 -0.3893
C -3.501918 -3.440679 0.812383 -0.12 0.20 -0.31 -0.4334
N -3.336665 -2.098370 0.255779 0.20 -1.92 -1.69 -0.5778
C -2.975438 -1.095529 0.995628 0.04 1.44 0.49 0.3606
N -3.046892 -1.309194 2.323097 0.41 0.23 1.09 -0.8204
S -2.595473 0.431476 0.375875 0.16 -0.20 -0.21 -0.2606
H -3.938255 -4.080463 0.051755 -0.01 -0.01 -0.08 0.2138
H -4.170507 -3.406797 1.674049 -0.01 0.04 -0.10 0.1971
H -2.547464 -3.872078 1.109353 0.22 -0.01 0.03 0.2132
H -2.960791 -2.035577 -0.693487 -0.25 -0.13 0.07 0.4455
H -2.618376 -2.172532 2.624891 -0.03 -0.13 0.14 0.3897
H -2.654038 -0.518128 2.802009 0.13 0.19 0.33 0.4128
C -1.469861 2.834695 -1.496512 -0.59 -0.10 -0.59 -1.1662
Si -0.212684 2.434365 -0.161462 0.17 -0.93 0.24 1.4712
C -0.844276 3.390892 1.299282 -0.52 0.34 0.70 -1.1861
C 1.296152 3.368271 -0.666848 0.74 0.63 -0.34 -1.1836
H -1.560092 3.935118 -1.556864 0.00 -0.31 -0.06 0.2027
H -2.461252 2.406973 -1.253078 0.40 0.31 -0.24 0.2296
H -1.164811 2.444785 -2.484135 -0.14 0.15 0.29 0.2210
H -1.107505 4.421246 0.987333 0.08 -0.31 0.14 0.1959
H -0.069063 3.421975 2.072497 -0.15 0.05 -0.06 0.2541
H -1.736767 2.905379 1.731007 0.29 0.25 -0.10 0.2311
H 1.006420 4.416797 -0.886150 0.14 -0.29 0.07 0.1928
H 1.775254 2.926651 -1.554550 -0.11 0.22 0.26 0.2344
H 2.036775 3.354316 0.149303 -0.17 0.09 -0.33 0.2595
C -1.299757 -5.807414 -3.074329 0.05 -0.07 0.04 -0.6191
C -1.088469 -4.370110 -2.645783 0.08 0.14 0.22 -0.0201
C -1.597144 -3.335601 -3.429973 0.05 0.10 0.09 -0.3770
C -1.333824 -2.008920 -3.025456 0.00 -0.12 0.13 -0.0189
C -1.790695 -0.837149 -3.868815 -0.03 -0.03 0.06 -0.6303
C -0.654862 -1.764339 -1.851071 -0.12 -0.35 -0.03 -0.2697
C -0.225339 -2.784016 -0.923226 -0.10 -0.32 0.32 0.1910
C -0.400848 -4.122573 -1.453670 -0.14 0.14 -0.15 -0.3523
N 0.198129 -2.358114 0.283007 -0.40 -0.29 -0.12 -0.7016
C 0.854150 -3.199043 1.316798 -0.04 0.05 -0.42 0.1166
C 0.819003 -4.730843 1.148292 0.16 -0.14 -0.08 -0.6259
C 0.226608 -2.931529 2.689689 -0.27 -0.25 -0.01 -0.6152
C 2.327847 -2.784804 1.398286 0.16 0.08 0.08 -0.6159
H -1.780159 -5.858946 -4.056566 0.05 0.01 0.08 0.1943
H -1.934508 -6.349258 -2.359972 0.08 0.07 -0.10 0.1939
H -0.344962 -6.347664 -3.131493 -0.15 0.08 0.00 0.2003
H -2.146461 -3.545555 -4.348090 0.10 0.04 0.12 0.1775
H -2.295212 -1.175704 -4.780154 0.04 0.02 0.08 0.1863
H -0.940711 -0.212202 -4.156029 -0.04 -0.02 0.00 0.2132
H -2.479173 -0.197326 -3.304618 0.08 -0.06 -0.07 0.2207
H -0.410982 -0.747417 -1.546736 -0.14 0.07 -0.31 0.2021
H -0.032058 -4.987373 -0.921730 -0.15 0.13 -0.22 0.1857
H -0.198570 -5.122052 1.032687 0.12 0.09 0.06 0.1903
H 1.244300 -5.171343 2.057137 0.00 0.00 -0.04 0.1907
H 1.428443 -5.064788 0.298581 -0.10 0.05 0.23 0.2027
H -0.685763 -3.544511 2.802823 0.07 0.19 0.05 0.1558
H -0.008748 -1.881174 2.783028 -0.05 0.38 0.05 0.2456
H 0.915720 -3.202228 3.503423 -0.13 0.00 -0.19 0.1953
H 2.750099 -2.733802 0.395227 0.07 -0.03 -0.02 0.2159
H 2.903524 -3.505661 2.002986 -0.10 0.15 -0.08 0.1682
H 2.423101 -1.792047 1.847696 -0.02 -0.07 -0.11 0.2481